Computed, not measured: a cluster of 2 separate species, FHN2O3 in total at a distorted geometry, with the ωB97M-V functional and the def2-TZVPD basis.

As for the charge: 0. For the energy above the lowest of the compared OMol25 structures with the same formula, charge and spin, the calculation gives 8.2 kJ/mol.

XYZ file:
```
7
Properties=species:S:1:pos:R:3:forces:R:3
O 0.693618 2.690103 -0.821496 0.3399 -0.1144 1.8817
N 0.995143 2.561214 0.299490 0.1919 0.5271 -2.0956
N -0.306987 2.206580 1.194082 1.3601 -1.7274 -0.8233
O -0.246744 1.038358 1.489365 -0.3283 -0.1948 0.2635
O -1.094599 3.030123 1.411727 -1.5555 1.5404 0.6250
F 0.327932 -0.277484 -1.268870 -0.0242 0.0740 0.0433
H 0.038666 -0.111406 -0.403479 0.0161 -0.1048 0.1053
```
Forces are in eV/Å.



Computed, not measured: a cluster of 2 separate species, C7H10Cl2O3S in total at a distorted geometry, with the ωB97M-V functional and the def2-TZVPD basis.

As for the charge: 0. For the energy above the lowest of the compared OMol25 structures with the same formula, charge and spin, the calculation gives 110.7 kJ/mol.

XYZ file:
```
23
Properties=species:S:1:pos:R:3:forces:R:3
C -1.457957 1.096504 -1.626787 -2.9474 -0.5191 -2.3094
C -0.341665 1.907412 -1.226561 0.4286 3.2916 1.8137
C -0.801697 -0.582212 -0.068930 -0.8468 -0.8178 0.1933
C -0.398501 0.235976 0.899049 -0.7949 1.8442 0.3959
C 3.167971 -0.804794 -0.272003 -0.1783 1.5193 -0.8569
C -0.710815 -2.092200 -0.003902 -1.2207 0.4265 1.5866
C -0.136174 -0.243166 2.307951 0.2478 -0.0467 -1.1692
O 2.107933 -0.303303 -0.436875 0.9422 -0.4902 0.2301
O -1.779055 2.511782 0.782655 -1.9220 1.1916 1.0716
O -1.323646 -0.266393 -1.272430 0.4927 -0.1710 -0.0733
S -0.402988 2.064261 0.655520 1.0505 -2.3596 -1.8156
Cl 4.679776 0.141622 -0.421966 -0.6158 -0.4875 0.2491
Cl 3.443327 -2.463826 -0.035994 0.1152 -0.5833 0.2536
H -2.456226 1.496488 -1.230913 1.4573 -0.4394 -0.2621
H -1.571907 1.068790 -2.771348 0.2196 0.1363 1.5948
H 0.617129 1.686857 -1.560015 1.7014 -1.2261 -0.5524
H -0.449708 2.972382 -1.552016 -0.4075 -0.7396 0.3030
H -0.351695 -2.464263 0.976367 -0.6018 0.1966 -0.5758
H 0.078870 -2.255292 -0.661994 1.2161 -0.9653 -1.5587
H -1.656975 -2.602068 -0.319756 0.9504 0.5067 0.2496
H 0.435943 -1.147292 2.086746 0.4898 0.2008 1.2975
H -1.026664 -0.501292 2.863771 -0.4394 -0.1843 -0.0953
H 0.334726 0.544028 2.889436 0.6630 -0.2839 0.0299
```
Forces are in eV/Å.



Computed, not measured: a cluster of 6 separate species, C8H22N6O13 in total at a distorted geometry, with the ωB97M-V functional and the def2-TZVPD basis.

For the total energy, the calculation gives -1624.07916 a.u. As for the charge: 0.

XYZ file:
```
49
Properties=species:S:1:pos:R:3:forces:R:3
C 1.688597 -3.199714 -0.260191 -0.1381 -0.3281 0.0341
N 0.593057 -2.379408 0.323461 -0.2421 0.2296 0.1691
O -0.491293 -2.940359 0.519521 1.0863 0.9941 -0.2662
O 0.852656 -1.195413 0.568062 -0.6375 -1.5016 -0.5397
H 1.321215 -4.215168 -0.423126 -0.0916 0.3826 0.0664
H 1.977874 -2.737908 -1.206378 -0.1475 0.0075 0.4497
H 2.516245 -3.198679 0.452002 -0.2489 0.1244 -0.2335
C 4.088597 -5.099714 -3.560191 0.0937 -0.3316 -0.0909
N 2.993057 -4.279408 -2.976539 -0.7890 0.2606 0.2587
O 1.908707 -4.840359 -2.780479 1.4765 1.0378 -0.2932
O 3.252656 -3.095413 -2.731938 -0.3508 -1.5849 -0.5862
H 3.721215 -6.115168 -3.723126 -0.0263 0.3209 0.0964
H 4.377874 -4.637908 -4.506378 0.0135 0.0218 0.2595
H 4.916245 -5.098679 -2.847998 -0.1168 0.1429 -0.1734
C -4.149885 2.961828 -0.387448 -0.1244 -0.0858 0.3446
N -2.877345 3.360244 -1.047498 0.9156 0.2127 -0.2298
O -1.881016 3.486826 -0.326231 -1.2594 -0.0973 -1.2857
O -2.914755 3.534871 -2.271088 0.2561 -0.1945 1.6580
H -3.970530 2.843665 0.683315 0.0491 0.0395 -0.2959
H -4.878534 3.753990 -0.571205 0.1204 -0.2016 -0.1039
H -4.469584 2.016928 -0.831494 0.0113 0.2510 -0.0243
C 5.024828 -0.476061 2.090081 0.2684 0.2120 -0.0064
N 4.535301 -1.813238 1.658712 -0.1170 -0.8901 -0.3134
O 5.337036 -2.545948 1.067715 -1.4004 0.8264 0.7858
O 3.359856 -2.089377 1.925441 1.8712 0.3202 -0.1596
H 6.069796 -0.369158 1.791286 -0.2945 -0.1614 0.0283
H 4.404450 0.276243 1.598772 -0.0081 -0.1765 0.1860
H 4.927084 -0.424110 3.176344 -0.1334 0.0087 -0.2224
C -1.503283 6.096246 -3.420077 -0.1597 -0.1745 0.2655
N -1.478951 7.555354 -3.710196 -0.0016 1.0591 -0.1676
O -2.122536 8.293421 -2.955229 0.9663 -0.8244 -1.1892
O -0.814567 7.918449 -4.687859 -0.9915 -0.3324 1.4213
H -2.122687 5.921800 -2.537710 0.1985 0.1629 -0.3041
H -1.925213 5.593704 -4.292799 0.1981 0.0925 0.1372
H -0.474410 5.779377 -3.237778 -0.1919 0.0427 -0.1632
N -0.612753 -1.481160 3.064349 -0.0330 1.3402 -0.4287
C -1.278547 -0.121035 3.353658 0.7407 -0.2310 -0.2059
C -2.308993 0.301667 2.146642 2.0249 1.1157 -0.5588
O -3.720510 0.415270 2.545567 0.4330 -4.3466 1.1868
C -4.211413 -0.791922 3.227696 -5.2408 1.0580 4.6022
O -5.191664 -0.604635 4.151459 6.7786 -1.3211 -6.3392
O -3.742531 -2.171319 3.024994 -0.7434 3.7172 -1.1601
H -1.176151 -2.012305 2.351159 1.0774 0.9464 1.1282
H 0.358683 -1.323934 2.674031 -1.9398 -0.2014 0.5223
H -0.437399 0.714763 3.419922 -1.7855 -1.8044 -0.1591
H -1.763775 -0.176587 4.419117 0.4616 0.2412 -2.1905
H -1.977981 1.394582 1.798262 -1.1232 -2.3262 0.7127
H -2.124236 -0.391435 1.203859 -0.6253 1.1753 2.0223
H -3.604485 -2.393706 2.057530 -0.0795 0.7714 1.3559
```
Forces are in eV/Å.



Computed, not measured: a cluster of 2 separate species, C10H16O in total at a distorted geometry, with the ωB97M-V functional and the def2-TZVPD basis.

As for the charge: 0. For the energy above the lowest of the compared OMol25 structures with the same formula, charge and spin, the calculation gives 131.1 kJ/mol.

XYZ file:
```
27
Properties=species:S:1:pos:R:3:forces:R:3
C -2.530178 0.311063 2.446764 -0.8618 0.2783 -0.1784
C -1.160647 0.517277 3.068611 0.3473 -0.1937 -0.3534
C 0.027943 0.412251 2.117231 -0.4104 -0.1264 0.3503
C 0.027471 -0.409609 1.000219 0.2881 -0.2247 -0.0394
C 1.185842 -0.588818 0.246212 -0.5562 -0.4883 0.2045
C 2.343538 0.061462 0.595902 0.8146 0.1717 -0.0370
C 2.349912 0.923804 1.684829 -0.0769 -0.0863 0.2101
C 1.206370 1.072168 2.453091 0.1683 0.2431 -0.3127
H -3.295084 0.002148 3.164702 0.2826 -0.1446 0.1334
H -2.571178 -0.397147 1.619308 0.1778 -0.1046 0.1537
H -2.930200 1.250104 2.051803 0.2542 0.0055 -0.1350
H -1.130492 1.512521 3.496575 0.0219 0.1548 0.3032
H -0.980796 -0.189675 3.887667 -0.1125 0.0519 -0.0969
H -0.827383 -1.018183 0.737839 -0.1549 0.1890 0.0362
H 1.149544 -1.335189 -0.540787 0.2113 0.2130 -0.1036
H 3.282242 -0.128792 0.081028 -0.2340 0.0705 -0.1295
H 3.259161 1.441447 1.970550 -0.0488 -0.0477 -0.0563
H 1.236595 1.721246 3.318539 -0.0797 0.0121 0.0796
C -0.727753 0.209206 -2.965608 1.4625 0.6304 1.1741
C -0.182322 -0.615448 -4.122789 -1.0430 -0.7840 0.0737
O -1.159885 -1.527560 -4.661814 0.0600 -0.2454 0.2529
H -1.751399 0.045596 -2.660521 -0.3142 -0.0914 -0.4422
H -0.514416 1.266176 -3.088197 -0.5847 0.3640 -0.5432
H -0.117911 0.075967 -2.056664 -0.2463 -0.5809 -0.1544
H 0.112744 0.001127 -4.960982 0.1060 0.1475 -0.0994
H 0.660760 -1.207044 -3.790614 0.4773 0.0399 -0.0105
H -1.212825 -2.312574 -4.090072 0.0517 0.5463 -0.2799
```
Forces are in eV/Å.



Computed, not measured: a cluster of 2 separate species, C5H11BrN3O in total at a distorted geometry, with the ωB97M-V functional and the def2-TZVPD basis.

As for the charge: +1. For the energy above the lowest of the compared OMol25 structures with the same formula, charge and spin, the calculation gives 0.0 kJ/mol.

XYZ file:
```
21
Properties=species:S:1:pos:R:3:forces:R:3
C -0.698294 -1.892607 -0.905720 1.5269 1.9700 -1.4268
C 0.359679 3.520898 1.178071 -0.0305 3.5179 0.9157
C -0.832437 3.027558 1.129491 -1.4809 -1.2766 0.6382
C 0.496355 -1.007875 1.021379 0.2395 -1.2139 0.1734
C 1.431039 -0.717732 -1.320787 1.4725 -1.2103 2.1964
N -0.879996 -1.498043 -2.203905 -1.9694 -0.4246 -0.4289
N 0.521375 -1.379855 -0.293956 0.5588 0.4084 -0.5824
N -0.353250 -1.546213 1.894701 1.1013 2.0608 0.8023
O -1.508432 -2.406795 -0.239943 -2.5755 -1.7496 1.8827
Br -1.102619 1.412661 0.173533 -0.3524 -0.2115 -0.3276
H 1.134962 3.109118 0.619878 1.3499 -0.5203 -0.7312
H 0.478494 4.565958 1.610798 0.0976 -1.6657 -0.2256
H -1.728442 3.267572 1.695644 0.2855 0.4596 -0.3329
H 1.314352 -0.362251 1.408851 -0.7448 -0.3997 -0.5544
H 0.759228 -0.162117 -1.878419 -0.5985 1.6199 -1.1261
H 2.139022 -0.106284 -0.758213 -0.0999 0.0723 -0.2842
H 2.025533 -1.405354 -1.984118 -0.8300 0.1808 1.0203
H -1.852037 -1.584677 -2.630300 1.9498 -0.2974 1.0952
H -0.123670 -1.584178 -2.841485 0.3037 0.0945 -0.5751
H -1.058328 -2.097089 1.451693 -0.9131 -0.6954 -0.0384
H -0.522534 -1.152696 2.872809 0.7096 -0.7191 -2.0906
```
Forces are in eV/Å.